{"formula": "CH6S4", "method": "ωB97M-V with the def2-TZVPD basis set", "smiles": "CSS.SS", "orbital_gap_ev": 9.372, "relative_energy_kj_mol": 16.26, "lumo_ev": 0.35, "molar_mass_g_mol": 146.33, "elements": ["H", "H", "S", "H", "H", "S", "H", "C", "S", "S", "H"], "coordinates": [[2.26261, -0.29887, -2.63427], [1.88066, -0.09406, -0.89364], [1.59203, 1.95589, -2.20293], [0.73883, 2.69712, 0.17784], [-4.24035, -0.83722, 2.92194], [0.05772, 2.19093, -0.86715], [3.39705, 0.53496, -1.54145], [2.34406, 0.35222, -1.76936], [-1.96800, -2.05055, 2.52688], [-3.64231, -1.13966, 1.75933], [-2.42231, -3.31077, 2.52281]], "nbo_charge": [0.22, 0.24, 0.08, 0.12, 0.12, -0.13, 0.22, -0.75, -0.13, -0.12, 0.12]}

***

{"formula": "C16H16N4O", "method": "ωB97M-V with the def2-TZVPD basis set", "smiles": "CCCc1[nH][nH]c(=O)c1[C@@H](c1ccccc1)C(C#N)C#N", "orbital_gap_ev": 9.132, "relative_energy_kj_mol": 271.61, "lumo_ev": 0.40, "molar_mass_g_mol": 280.33, "elements": ["N", "C", "H", "C", "H", "C", "H", "N", "H", "H", "H", "H", "H", "H", "C", "N", "C", "C", "C", "C", "C", "H", "H", "H", "H", "H", "C", "H", "C", "O", "C", "N", "C", "C", "C", "C", "H"], "coordinates": [[2.63946, 2.05278, 1.85407], [-2.39933, -0.71149, 0.59577], [-2.75892, 0.30700, 0.57072], [2.00463, 1.10469, 1.82019], [-0.41896, 2.72022, -2.39156], [-3.22421, -1.74644, 0.20174], [-4.22779, -1.53397, -0.13568], [1.47255, -1.41671, 3.95705], [1.55572, 1.24454, -3.14604], [-0.69375, 0.67669, 2.34822], [0.32986, -2.51732, 1.45430], [1.63487, -0.71117, 0.91209], [2.87170, -0.66855, -1.16277], [2.69883, 1.07661, -0.91457], [1.36398, -0.84290, 2.97567], [-0.09253, 2.54257, -1.45071], [-2.76665, -3.05360, 0.24394], [-1.10187, -0.96001, 1.03715], [-0.61911, 2.69089, 0.75441], [-0.31332, 1.31164, 0.39590], [0.25366, 0.12225, -1.84133], [3.69588, 0.45989, -2.22967], [1.67468, -0.50671, -3.32271], [-0.41163, 4.36832, -0.51511], [-3.40853, -3.86508, -0.06414], [0.27520, -0.79947, -1.25871], [-0.26435, 0.23385, 1.43782], [-0.55921, 0.02757, -2.56857], [-1.48578, -3.31183, 0.69418], [-0.89540, 3.17969, 1.82844], [2.78241, 0.29318, -1.66467], [-0.57833, 3.37570, -0.44981], [-0.65695, -2.27334, 1.08965], [1.22078, -0.11252, 1.73458], [1.57729, 0.30218, -2.59601], [-0.05222, 1.26851, -0.93774], [-1.12267, -4.32764, 0.74390]], "nbo_charge": [-0.28, -0.22, 0.22, 0.31, 0.40, -0.20, 0.22, -0.27, 0.20, 0.27, 0.21, 0.28, 0.19, 0.22, 0.28, -0.40, -0.21, 0.07, 0.62, -0.24, -0.46, 0.22, 0.21, 0.41, 0.22, 0.23, -0.25, 0.23, -0.20, -0.63, -0.62, -0.45, -0.25, -0.44, -0.38, 0.26, 0.22]}

***

{"formula": "C19H22BrN6", "method": "ωB97M-V with the def2-TZVPD basis set", "orbital_gap_ev": 7.268, "lumo_ev": -3.94, "molar_mass_g_mol": 414.33, "total_charge": 1, "elements": ["H", "H", "H", "H", "H", "C", "C", "N", "N", "C", "H", "C", "C", "N", "Br", "C", "H", "C", "C", "C", "C", "H", "H", "H", "C", "H", "H", "H", "C", "C", "C", "H", "H", "C", "H", "H", "H", "H", "N", "C", "H", "C", "N", "H", "C", "N", "H", "C"], "coordinates": [[0.87902, 7.33172, -6.49723], [0.07598, -0.67138, -0.32035], [1.02819, -3.01220, 1.49129], [0.34109, -3.40916, 4.34524], [1.94807, 6.28668, -4.50828], [1.63941, -2.41276, 2.16562], [0.87342, 6.24306, -4.64671], [2.16153, -3.32579, 3.19391], [2.07481, -4.52451, 4.91267], [0.27840, 6.82433, -5.75536], [4.19436, -3.71223, 2.65497], [-0.61075, 1.35919, -0.52817], [-2.02820, -4.21204, 2.75344], [1.20261, 0.32262, -1.70755], [1.40929, -5.35126, 6.42381], [-1.81882, 6.07619, -4.90342], [-1.47939, -4.93940, 3.34711], [1.40064, 1.47665, -2.34356], [-2.07376, -2.95887, 0.85437], [1.35586, -3.69218, 4.16609], [-1.09747, 6.73678, -5.88404], [-1.00556, 3.41841, -1.00212], [0.84278, 3.53037, -2.67112], [3.39420, -2.41380, 1.11603], [-3.91020, -2.81562, 2.36634], [-3.69546, -4.07465, 4.10319], [-2.89425, 5.98412, -4.96531], [2.21280, 1.48084, -3.06140], [-1.12661, 5.53231, -3.83373], [-3.25931, -3.73492, 3.17417], [0.21170, 0.28482, -0.82121], [-4.87383, -2.41640, 2.65400], [-3.78414, -1.70428, 0.52409], [-3.30767, -2.41799, 1.18149], [-1.60023, 7.17664, -6.73560], [2.22423, -1.51054, 0.51023], [-1.65400, 5.00876, -3.04308], [4.07712, -5.29628, 4.82260], [2.67984, -1.74631, 1.38766], [0.63806, 2.61645, -2.12794], [0.97145, -1.67698, 2.59693], [3.38460, -3.89038, 3.32680], [-1.43312, -3.84254, 1.62210], [-1.40124, 1.26589, 0.20485], [-0.38837, 2.55137, -1.20032], [0.19702, 5.60446, -3.69212], [-1.56909, -2.67830, -0.06376], [3.31499, -4.67090, 4.41338]], "nbo_charge": [0.23, 0.16, 0.22, 0.26, 0.19, -0.05, 0.04, -0.26, -0.37, -0.25, 0.26, -0.25, 0.01, -0.43, 0.37, -0.26, 0.18, 0.04, 0.03, 0.24, -0.16, 0.22, 0.26, 0.35, -0.15, 0.23, 0.22, 0.20, 0.03, -0.25, 0.01, 0.23, 0.23, -0.25, 0.22, 0.39, 0.19, 0.26, -0.81, -0.25, 0.21, -0.04, -0.45, 0.21, -0.17, -0.44, 0.20, -0.04]}

***

{"formula": "C15H32BBrCl10O2P", "method": "ωB97M-V with the def2-TZVPD basis set", "orbital_gap_ev": 5.008, "lumo_ev": 1.76, "molar_mass_g_mol": 720.64, "total_charge": -1, "elements": ["C", "C", "H", "H", "H", "Br", "C", "Cl", "P", "C", "H", "H", "H", "C", "H", "H", "C", "Cl", "H", "C", "C", "H", "H", "H", "C", "O", "Cl", "C", "B", "C", "H", "H", "H", "H", "H", "Cl", "H", "C", "H", "Cl", "C", "H", "Cl", "H", "H", "C", "H", "H", "H", "H", "H", "O", "H", "H", "Cl", "Cl", "H", "H", "C", "Cl", "H", "Cl"], "coordinates": [[5.46408, 7.53411, -2.96058], [-6.38550, -5.88719, 2.43076], [-0.37850, 1.11520, -1.01597], [5.67436, 8.31123, -3.70776], [4.86455, 3.71380, -3.85346], [0.65469, 4.43295, -0.66311], [-0.07428, 0.15300, 0.89282], [1.32011, -3.50406, 2.17977], [4.49313, 6.15905, -3.84560], [-7.71181, -6.25606, 1.80983], [2.98876, -4.63255, 0.98625], [1.81802, 2.95895, -2.57334], [1.95004, -6.29629, 2.59002], [1.68862, 4.02026, -2.31429], [7.31075, 5.17216, -2.64197], [3.65469, -3.75511, 2.36552], [2.84744, -4.40892, 2.04293], [-1.89185, -6.19602, 0.78930], [-5.56880, 0.84367, 2.16442], [-5.31733, 0.35493, 1.22564], [6.49254, 4.44316, -2.59181], [-0.71810, 0.81059, 1.47469], [-5.57975, -6.41394, 1.91980], [-7.82386, -7.33959, 1.79972], [-2.14193, -4.57759, 1.49848], [2.96065, 4.56551, -2.15674], [-1.05730, -1.27513, 0.46992], [0.43036, 0.88063, -0.32767], [2.87895, 5.92463, -2.75372], [1.03632, 4.79523, -3.54370], [-3.17690, -4.28946, 1.32435], [6.16958, 4.61914, -4.70883], [-6.35071, -6.15081, 3.48564], [6.40037, 7.15617, -2.52323], [1.36546, 4.21492, -4.42624], [-2.89087, 1.60055, 1.37381], [0.74527, -0.17865, 1.52820], [-1.79861, -4.54285, 2.96744], [-4.79510, 2.09965, 0.10034], [-6.03756, -4.14710, 2.28712], [-4.33096, 1.16791, 0.42174], [-0.04772, 4.78592, -3.36957], [1.65459, -0.06647, -1.21609], [2.88721, 6.84510, -1.96883], [-7.78670, -5.89342, 0.78704], [2.82149, -5.69340, 2.83710], [4.87032, 7.96549, -2.14045], [6.97313, 3.44540, -2.66286], [5.98651, 4.46764, -1.62016], [-0.80198, -4.93395, 3.15509], [-6.23437, 0.21721, 0.65386], [1.59558, 6.06969, -3.46120], [-3.99540, 0.62951, -0.46229], [3.71557, -6.27698, 2.62103], [-9.09176, -5.60174, 2.72906], [-4.68637, -1.26645, 1.60613], [-1.49601, -3.88877, 0.95558], [0.90469, 1.81443, -0.02969], [5.53376, 4.58161, -3.80883], [-2.95198, -5.48313, 3.95239], [-1.83686, -3.51565, 3.32789], [2.80728, -5.39816, 4.59431]], "nbo_charge": [-0.91, -0.40, 0.22, 0.21, 0.22, -0.15, -0.38, -0.06, 0.39, -0.38, 0.23, 0.19, 0.22, 0.08, 0.19, 0.23, -0.39, -0.08, 0.22, -0.39, -0.61, 0.23, 0.23, 0.22, -0.39, -0.70, -0.09, -0.40, 0.36, -0.09, 0.23, 0.20, 0.22, 0.20, 0.15, -0.06, 0.22, -0.39, 0.22, -0.05, -0.39, 0.17, -0.08, -0.12, 0.22, -0.39, 0.22, 0.18, 0.21, 0.23, 0.22, -0.71, 0.23, 0.22, -0.07, -0.06, 0.24, 0.26, -0.67, -0.08, 0.23, -0.06]}

***

{"formula": "C26H23LiN", "method": "ωB97M-V with the def2-TZVPD basis set", "orbital_gap_ev": 5.531, "lumo_ev": -3.74, "molar_mass_g_mol": 356.42, "total_charge": 1, "elements": ["H", "H", "C", "C", "C", "H", "H", "H", "C", "C", "H", "C", "C", "C", "C", "C", "C", "H", "H", "C", "H", "H", "H", "C", "C", "C", "H", "C", "C", "H", "C", "H", "C", "C", "H", "C", "H", "H", "H", "H", "Li", "H", "H", "H", "C", "C", "H", "C", "N", "C", "C"], "coordinates": [[-0.60531, 3.00036, -0.46817], [-4.88084, 2.68710, 1.27461], [2.62151, -1.30686, 0.90797], [-1.22264, -2.46752, -1.29794], [-2.53473, 0.74408, -0.23587], [0.27775, 5.32859, -0.11329], [-2.99704, -5.84945, -1.91072], [-2.98835, 3.00316, 2.87751], [0.90553, -3.23382, -1.80458], [0.92760, 4.47246, 0.07137], [-4.34520, -3.86087, -1.33318], [-0.43255, -3.66048, -1.45923], [4.59736, 0.90581, 1.11860], [3.12554, 3.60355, 0.64826], [-3.93117, 2.18766, 1.09798], [2.25504, 4.69073, 0.47921], [2.26630, 0.10004, 0.71279], [2.60745, 5.70446, 0.65834], [4.68485, 0.27674, 2.01790], [0.40655, 3.17993, -0.09685], [5.04419, 1.88381, 1.30896], [4.18174, 3.71563, 0.89542], [-0.28930, -1.03056, 0.81986], [-2.47627, -4.94291, -1.59424], [-3.75097, 1.38659, -0.02899], [0.92801, -1.81944, -1.87707], [-0.73247, -0.34908, -1.80432], [-1.65463, 1.70931, 1.79197], [-2.62613, -2.53979, -1.19966], [5.14714, 0.43449, 0.29370], [-0.25635, 0.02259, 0.49822], [-0.48794, -5.80365, -1.58698], [1.21797, 2.09517, 0.22436], [0.97957, 0.67031, 0.46775], [-3.19865, -1.61053, -1.07554], [-0.36494, -1.33651, -1.53548], [1.75637, -3.88693, -1.98516], [-0.82297, 1.86006, 2.48863], [3.34407, -1.43139, 1.72970], [3.06271, -1.72656, -0.00938], [-3.38750, -3.13884, 0.78708], [1.78389, -1.16850, -2.09575], [-2.37146, 0.19210, -1.16313], [-4.54857, 1.25562, -0.75739], [-2.86966, 2.36805, 1.99604], [2.58559, 2.33093, 0.50432], [1.70608, -1.86707, 1.11428], [-1.48218, 0.82333, 0.69493], [3.18660, 1.09432, 0.78344], [-1.08978, -4.90103, -1.50229], [-3.25184, -3.79517, -1.32799]], "nbo_charge": [0.23, 0.23, -0.68, -0.01, -0.16, 0.23, 0.23, 0.23, -0.30, -0.21, 0.22, -0.08, -0.41, -0.25, -0.20, -0.19, 0.34, 0.23, 0.22, -0.18, 0.23, 0.22, 0.23, -0.24, -0.24, -0.20, 0.22, -0.18, -0.37, 0.22, 0.01, 0.23, -0.10, -0.15, 0.22, -0.36, 0.22, 0.23, 0.24, 0.26, 0.97, 0.22, 0.21, 0.23, -0.21, 0.20, 0.24, -0.15, -0.32, -0.18, -0.40]}